No. 1
Computed, not measured: a single C4H11NOS molecule at a distorted geometry, with ωB97M-V/def2-TZVPD.

Summary:
DFT total energy (eV): -18695.86761
Gap between HOMO and LUMO (Ha): 0.3758
2S+1: 1
Net charge: 0
ΔE to the lowest compared entry with this formula, charge and spin (kcal per mole): 93.42
Molecular weight (g/mol): 121.20

XYZ file:
```
18
Properties=species:S:1:pos:R:3:lowdin_charge:R:1
C -2.092 0.367 -1.687 -0.11
C -1.693 0.012 -0.190 -0.23
C -0.175 -0.269 -0.289 -0.33
C 0.497 -0.325 1.041 -0.41
N 2.624 -0.213 2.335 -0.35
O 2.529 0.767 -0.432 -0.30
S 2.254 -0.644 0.920 0.97
H -2.139 -0.569 -2.338 0.09
H -3.163 0.683 -1.748 0.07
H -1.478 1.054 -2.104 0.02
H -1.759 0.834 0.430 0.06
H -2.382 -0.919 0.075 0.15
H -0.157 -1.188 -0.978 0.15
H 0.176 0.501 -0.835 0.04
H 0.253 0.664 1.568 0.13
H -0.037 -1.154 1.720 0.15
H 3.419 -0.676 2.729 -0.02
H 3.324 1.075 -0.216 -0.09
```

***

No. 2
Computed, not measured: a single C2H4N2O3 molecule at a distorted geometry, with ωB97M-V/def2-TZVPD.

Summary:
DFT total energy (eV): -11257.85526
Gap between HOMO and LUMO (Ha): 0.4054
2S+1: 1
Net charge: 0
SMILES string: [H]/N=C(\O)C[N+](=O)[O-]
ΔE to the lowest compared entry with this formula, charge and spin (kcal per mole): 108.65
Molecular weight (g/mol): 104.06

XYZ file:
```
11
Properties=species:S:1:pos:R:3:lowdin_charge:R:1
H -2.343 0.809 -0.601 0.11
N -1.737 -0.045 -0.259 0.15
C -0.703 0.312 0.376 -0.51
O -0.339 1.534 0.768 0.10
C 0.380 -0.759 0.513 -0.03
N 1.254 -0.609 -0.607 -0.41
O 1.172 0.350 -1.313 0.11
O 2.016 -1.552 -0.835 0.07
H -0.673 2.146 0.138 0.10
H 0.005 -1.794 0.451 0.15
H 0.967 -0.392 1.368 0.15
```

***

No. 3
Computed, not measured: a gas-phase ion, C6H11N2O (charge +1) at a distorted geometry, with ωB97M-V/def2-TZVPD.

Summary:
DFT total energy (eV): -11418.03942
Gap between HOMO and LUMO (Ha): 0.3004
2S+1: 1
Net charge: +1
ΔE to the lowest compared entry with this formula, charge and spin (kcal per mole): 95.18
Molecular weight (g/mol): 127.17

XYZ file:
```
20
Properties=species:S:1:pos:R:3:lowdin_charge:R:1
C -1.139 1.229 1.178 -0.10
C -2.389 0.131 -0.498 -0.30
C 0.264 0.589 1.010 -0.23
C 0.430 -0.853 0.771 -0.22
C 0.938 1.543 0.076 -0.06
C 0.801 -1.414 -0.528 0.04
N -2.100 1.012 0.487 0.09
N -2.398 -1.125 -0.373 0.14
O 0.100 -1.616 1.720 0.25
H -1.297 2.109 1.915 0.18
H -2.877 0.804 -1.254 0.15
H 0.810 0.808 2.066 0.22
H 1.812 1.210 -0.327 0.05
H 1.196 2.545 0.427 0.12
H 0.434 1.614 -0.910 0.11
H 0.528 -0.899 -1.418 0.11
H 0.474 -2.379 -0.677 0.09
H 1.854 -1.419 -0.621 0.12
H -2.687 -1.736 -1.118 0.06
H 0.194 -2.572 1.793 0.19
```

***

No. 4
Computed, not measured: a single C8H15N3O5 molecule at a distorted geometry, with ωB97M-V/def2-TZVPD.

Summary:
DFT total energy (eV): -23244.56256
Gap between HOMO and LUMO (Ha): 0.3818
2S+1: 1
Net charge: 0
SMILES string: C[C@@H](O)[C@H](NC(=O)[C@@H](N)CC(N)=O)C(=O)O
ΔE to the lowest compared entry with this formula, charge and spin (kcal per mole): 94.56
Molecular weight (g/mol): 233.22

XYZ file:
```
31
Properties=species:S:1:pos:R:3:lowdin_charge:R:1
C -0.985 2.397 0.780 -0.06
C -2.053 1.523 0.053 -0.39
O -2.123 1.843 -1.387 -0.13
C -1.873 0.047 0.085 -0.22
N -0.964 -0.582 -0.976 0.08
C 0.378 -1.087 -0.688 -0.30
O 0.928 -1.838 -1.584 -0.01
C 1.104 -0.792 0.671 -0.29
N 0.845 -2.090 1.498 0.01
C 2.628 -0.693 0.594 -0.13
C 3.089 0.437 -0.227 -0.59
N 3.819 0.266 -1.355 0.16
O 2.853 1.519 0.296 0.04
C -3.157 -0.719 -0.006 -0.39
O -3.951 -0.830 0.974 0.08
O -3.367 -1.276 -1.235 0.12
H -1.127 3.492 0.525 0.09
H -1.225 2.268 1.983 0.13
H 0.112 2.018 0.550 0.08
H -2.986 1.951 0.575 0.17
H -1.234 1.293 -1.873 0.21
H -1.510 -0.340 1.058 0.16
H -1.496 -1.145 -1.768 0.19
H 0.668 0.121 1.234 0.14
H 1.212 -1.726 2.398 0.06
H 1.614 -2.909 1.215 0.15
H 2.918 -0.457 1.656 0.15
H 3.024 -1.699 0.214 0.14
H 3.621 -0.528 -1.895 0.06
H 3.471 1.095 -2.083 0.20
H -4.235 -1.559 -1.285 0.09
```

***

No. 5
Computed, not measured: a single C2HN3O3 molecule at a distorted geometry, with ωB97M-V/def2-TZVPD.

Summary:
DFT total energy (eV): -12695.39652
Gap between HOMO and LUMO (Ha): 0.3556
2S+1: 1
Net charge: 0
SMILES string: O=[N+]([O-])c1conn1
ΔE to the lowest compared entry with this formula, charge and spin (kcal per mole): 201.20
Molecular weight (g/mol): 115.05

XYZ file:
```
9
Properties=species:S:1:pos:R:3:lowdin_charge:R:1
O 1.895 0.279 0.930 0.05
N 1.167 -0.642 0.389 -0.20
O 1.533 -1.952 0.419 0.00
C -0.105 -0.040 -0.023 -0.27
C -1.260 -0.672 -0.467 0.08
O -1.998 0.495 -0.623 -0.03
N -1.321 1.559 -0.554 0.04
N -0.100 1.293 -0.120 0.14
H -1.470 -1.765 -0.869 0.19
```

***

No. 6
Computed, not measured: a molecular structure, C9H17IN4RhS, with ωB97M-V/def2-TZVPD.

Summary:
DFT total energy (eV): -37482.41669
Gap between HOMO and LUMO (alpha / beta) (Ha): 0.1433 / 0.1431
2S+1: 1
Net charge: +3
Molecular weight (g/mol): 443.14

XYZ file:
```
33
Properties=species:S:1:pos:R:3:lowdin_charge:R:1
Rh 0.140 -0.117 0.308 1.03
C -0.637 2.548 -0.355 -0.11
C 0.097 2.096 -1.588 -0.11
N 0.923 0.899 -1.223 -0.15
C 1.185 -0.079 -2.324 -0.19
C -0.113 -0.669 -2.820 -0.33
S -1.151 -1.047 -1.371 1.08
C -2.511 0.167 -1.432 -0.33
C -2.570 0.867 -0.097 -0.19
N -1.233 1.370 0.340 -0.16
H -1.396 3.298 -0.588 0.16
H 0.061 3.005 0.349 0.15
H 0.744 2.898 -1.947 0.17
H -0.558 1.831 -2.412 0.12
H 1.827 1.216 -0.868 0.16
H 1.824 -0.859 -1.906 0.14
H 1.744 0.389 -3.140 0.16
H 0.086 -1.606 -3.344 0.12
H -0.688 -0.035 -3.494 0.11
H -3.435 -0.392 -1.593 0.12
H -2.375 0.824 -2.288 0.10
H -2.910 0.176 0.676 0.14
H -3.292 1.687 -0.132 0.16
H -1.334 1.623 1.325 0.16
I 1.391 -4.200 4.777 1.11
C 1.573 -2.659 3.463 -0.76
C 2.685 -1.809 3.315 -0.03
N 2.423 -0.942 2.351 0.02
N 1.172 -1.140 1.821 -0.16
C 0.678 -2.213 2.528 -0.17
H 3.625 -1.799 3.850 0.16
H 3.029 -0.207 2.024 0.17
H -0.304 -2.608 2.318 0.12
```

***

No. 7
Computed, not measured: a gas-phase ion, C6H11N (charge +1) at a distorted geometry, with ωB97M-V/def2-TZVPD.

Summary:
DFT total energy (eV): -7881.59381
Gap between HOMO and LUMO (alpha / beta) (Ha): 0.3252 / 0.2957
2S+1: 2
Net charge: +1
ΔE to the lowest compared entry with this formula, charge and spin (kcal per mole): 15.92
Molecular weight (g/mol): 97.16

XYZ file:
```
18
Properties=species:S:1:pos:R:3:mulliken_spin:R:1
C -0.729 -2.008 2.836 -0.01
N -1.323 -1.243 1.750 0.25
C -0.604 -0.369 1.043 0.12
C -0.785 0.031 -0.258 0.22
C 0.368 0.543 -0.942 0.00
C 0.506 0.978 -2.241 0.34
C 1.522 2.012 -2.598 0.00
H -1.413 -2.814 3.100 0.00
H 0.184 -2.488 2.508 0.01
H -0.555 -1.388 3.719 0.01
H -2.328 -1.317 1.640 -0.01
H 0.231 -0.070 1.733 0.01
H -1.509 -0.172 -1.049 -0.01
H 1.233 0.765 -0.269 0.00
H -0.284 0.700 -2.939 0.01
H 1.811 2.082 -3.668 0.01
H 2.445 1.732 -2.063 0.01
H 1.230 3.026 -2.302 0.04
```

***

No. 8
Computed, not measured: 2 unconnected molecules or ions with the total composition C4H9O at a distorted geometry, with ωB97M-V/def2-TZVPD.

Summary:
DFT total energy (eV): -6338.13080
Gap between HOMO and LUMO (alpha / beta) (Ha): 0.3979 / 0.3008
2S+1: 2
Net charge: 0
ΔE to the lowest compared entry with this formula, charge and spin (kcal per mole): 20.84
Molecular weight (g/mol): 73.11

XYZ file:
```
14
Properties=species:S:1:pos:R:3:mulliken_spin:R:1
C 1.031 -0.678 -1.145 0.00
O 0.122 -0.429 -0.176 0.87
C 1.857 -1.954 -0.949 0.00
H 1.723 0.180 -1.199 0.07
H 0.560 -0.689 -2.139 0.05
H 2.567 -2.107 -1.760 0.00
H 1.198 -2.819 -0.908 0.00
H 2.410 -1.929 -0.008 0.00
C -2.199 1.439 0.882 0.00
C -1.105 1.761 1.552 0.01
H -2.164 0.590 0.215 0.00
H -3.151 1.933 1.015 0.00
H -0.188 1.255 1.294 0.00
H -1.070 2.540 2.301 0.00
```

***

No. 9
Computed, not measured: a molecular structure, C9H12Cl2CoFeN2O4 at a distorted geometry, with ωB97M-V/def2-TZVPD.

Summary:
DFT total energy (eV): -117706.50574
Gap between HOMO and LUMO (alpha / beta) (Ha): 0.3321 / 0.2442
2S+1: 10
Net charge: +4
Molecular weight (g/mol): 397.89

XYZ file:
```
31
Properties=species:S:1:pos:R:3:mulliken_spin:R:1
Co -1.971 -3.221 -2.742 2.69
Fe -0.319 -1.814 -0.506 4.16
Cl -2.074 -1.020 -2.390 0.30
Cl 0.168 -3.590 -1.869 0.35
C 0.366 -3.244 1.217 0.07
C -3.680 -3.096 -3.140 0.08
C -2.043 -4.958 -2.965 0.06
O 1.278 -3.659 1.772 0.00
O -4.787 -2.836 -3.363 0.00
O -2.055 -6.112 -3.116 0.01
C -0.985 -0.265 1.644 0.01
N -0.092 0.846 1.352 0.36
C -0.211 2.092 2.082 0.00
C 1.175 2.700 2.119 0.01
C 1.661 2.994 0.724 0.04
N 1.440 1.839 -0.121 0.54
C 2.089 1.790 -1.420 0.01
C 0.710 0.783 0.272 -0.11
O 0.798 -0.293 -0.418 0.19
H -0.433 -1.132 2.045 0.02
H -1.573 -0.586 0.749 0.01
H -1.685 0.057 2.422 0.01
H -0.896 2.787 1.562 0.03
H -0.584 1.887 3.090 0.01
H 1.880 2.017 2.612 0.00
H 1.165 3.627 2.688 0.00
H 2.736 3.213 0.716 0.03
H 1.121 3.842 0.282 0.04
H 1.812 2.664 -2.019 0.04
H 3.179 1.807 -1.307 0.04
H 1.807 0.880 -1.971 0.00
```

***

No. 10
Computed, not measured: a single C17H17Cl3N2O molecule, with ωB97M-V/def2-TZVPD.

Summary:
DFT total energy (eV): -60501.19130
Gap between HOMO and LUMO (Ha): 0.3123
2S+1: 1
Net charge: 0
SMILES string: Cc1cccc(N[C@H](NC(=O)Cc2ccccc2)C(Cl)(Cl)Cl)c1
Molecular weight (g/mol): 371.70

XYZ file:
```
40
Properties=species:S:1:pos:R:3:lowdin_charge:R:1
C 1.915 1.742 2.435 -0.04
C 1.293 1.836 1.076 -0.29
C 2.021 2.311 -0.007 -0.08
C 1.430 2.402 -1.254 -0.09
C 0.115 2.021 -1.434 -0.04
C -0.631 1.550 -0.356 -0.24
N -1.978 1.231 -0.565 0.04
C -2.639 0.251 0.240 -0.50
N -2.034 -1.059 0.141 0.10
C -1.360 -1.627 1.182 -0.49
O -1.442 -1.217 2.315 0.07
C -0.475 -2.784 0.745 -0.05
C 0.627 -2.184 -0.088 -0.23
C 1.712 -1.578 0.531 -0.03
C 2.690 -0.953 -0.220 -0.08
C 2.590 -0.916 -1.600 -0.09
C 1.514 -1.519 -2.226 -0.08
C 0.538 -2.150 -1.475 -0.06
C -4.116 0.168 -0.176 -1.52
Cl -4.879 1.758 -0.033 0.62
Cl -4.238 -0.374 -1.869 0.61
Cl -4.968 -0.997 0.849 0.62
C -0.030 1.461 0.894 0.01
H 1.414 0.986 3.036 0.08
H 2.972 1.498 2.363 0.08
H 1.826 2.698 2.952 0.09
H 3.051 2.606 0.126 0.11
H 1.998 2.767 -2.096 0.10
H -0.343 2.089 -2.411 0.11
H -2.215 1.174 -1.548 0.09
H -2.597 0.532 1.301 0.14
H -1.852 -1.400 -0.792 0.11
H -0.076 -3.267 1.636 0.13
H -1.059 -3.502 0.170 0.13
H 1.783 -1.594 1.608 0.12
H 3.532 -0.490 0.272 0.11
H 3.349 -0.421 -2.186 0.10
H 1.432 -1.500 -3.303 0.10
H -0.289 -2.636 -1.976 0.11
H -0.582 1.091 1.743 0.11
```